Entry from OMol25: a 5-piece molecular cluster, C39H61Br2N3O11S2 overall (the ωB97M-V functional and the def2-TZVPD basis).

Summary:
2S+1: 1
LUMO level: 0.044 eV
E_HOMO: -0.3374 Eh

XYZ file:
```
118
Properties=species:S:1:pos:R:3:forces:R:3:lowdin_charge:R:1
C 1.667620 -3.467531 1.105699 0.070 -0.059 -0.296 -0.046
C 0.636166 -4.359846 1.813460 0.140 -0.308 0.125 -0.352
C 1.331786 -5.327245 2.793893 0.045 -0.225 -0.416 -0.062
C -0.606108 -3.750610 2.526212 0.007 -0.010 0.010 -0.165
C -1.303910 -2.448014 2.014738 0.206 -0.558 -0.079 -0.236
C -1.290339 -2.602025 0.453667 -0.399 0.098 -0.301 -0.126
C -2.412951 -2.086614 -0.480589 0.231 0.088 -0.257 -0.184
C -1.872633 -1.825734 -1.893792 0.060 -0.350 0.180 -0.239
C -1.289502 -3.096016 -2.525837 -0.222 0.267 0.067 -0.460
S -1.445401 -3.143628 -4.339056 0.044 -0.234 -0.037 0.990
C -0.077932 -2.153991 -4.735412 -0.091 0.273 0.001 -0.700
N 0.000495 -0.869490 -4.695045 -0.096 0.059 0.014 0.078
N 1.289189 -0.539336 -5.081084 0.022 0.136 -0.026 0.067
C 1.875526 -1.651933 -5.328437 0.276 0.245 -0.105 -0.187
O 1.093803 -2.721216 -5.135613 0.003 -0.304 -0.018 0.047
C -2.811758 -2.615918 2.475400 -0.202 0.157 -0.093 -0.640
Br -2.939810 -2.787552 4.469306 -0.024 -0.009 -0.039 0.915
C -3.516227 -3.859844 1.857480 0.150 -0.472 -0.168 -0.167
C -4.166076 -4.874253 2.776323 -0.782 -0.042 0.320 -0.830
O -5.309853 -4.879782 3.086753 0.660 0.073 -0.166 0.059
Br -3.036563 -6.380479 3.343932 0.003 0.068 -0.063 0.721
O -3.680099 -1.583743 2.037627 0.001 -0.204 0.248 -0.344
S -3.874034 -0.148569 2.808705 0.025 0.347 0.015 0.929
O -4.887648 0.515609 2.043843 0.120 -0.108 -0.190 -0.347
O -2.450147 0.472145 2.314568 -0.165 0.004 0.341 -0.293
C -1.423725 -0.007678 3.189730 0.204 -0.025 -0.061 -0.219
C -0.511219 -1.148146 2.598089 -0.532 0.744 0.091 -0.208
C 0.273964 -1.449194 3.920338 -0.009 0.280 0.182 -0.055
C 1.427303 -2.397196 4.168953 -0.160 0.074 0.375 -0.513
O 1.338875 -3.302909 4.954239 0.145 -0.013 -0.103 0.116
O 2.598345 -2.071195 3.586129 -0.068 -0.196 -0.325 0.080
C 0.304270 -0.325176 1.577939 0.333 -0.502 -0.043 -0.150
C 1.622647 0.049554 1.809944 0.187 0.299 -0.074 -0.023
C 2.301088 0.825260 0.882377 -0.172 0.026 -0.065 -0.023
C 1.628399 1.234827 -0.257158 0.192 -0.054 0.084 -0.122
N 0.349768 0.947100 -0.477974 -0.052 -0.065 0.037 0.097
C -0.279014 0.197162 0.422293 0.078 0.079 0.114 -0.102
H 1.513163 -3.472631 0.025778 -0.064 0.062 -0.017 0.077
H 1.687454 -2.429577 1.415975 -0.059 -0.033 0.060 0.051
H 2.671609 -3.872405 1.253444 0.018 0.018 0.043 0.084
H 0.255429 -5.029231 1.038586 -0.203 0.162 -0.066 0.122
H 2.164174 -4.863660 3.319741 -0.157 -0.021 0.183 0.057
H 0.629046 -5.747736 3.511493 0.040 0.068 0.141 0.084
H 1.747328 -6.165813 2.231298 0.071 0.019 -0.013 0.085
H -0.452930 -3.706873 3.601582 0.150 0.142 -0.118 0.071
H -1.322534 -4.562348 2.441203 -0.130 0.047 0.013 0.036
H -1.246432 -3.672409 0.250913 0.151 -0.054 0.082 0.106
H -0.350262 -2.222922 0.068734 0.139 0.120 0.179 0.097
H -3.186791 -2.850857 -0.590210 -0.107 0.047 0.192 0.109
H -2.916717 -1.190880 -0.133199 0.059 0.062 0.106 0.102
H -1.098361 -1.059800 -1.856585 -0.071 0.173 -0.163 0.095
H -2.688902 -1.474605 -2.523472 0.015 0.141 -0.001 0.108
H -0.238190 -3.221539 -2.274450 0.002 -0.211 0.050 0.080
H -1.844540 -3.976701 -2.195170 0.061 -0.062 -0.003 0.076
H 2.888415 -1.781933 -5.670190 -0.024 -0.144 0.018 0.137
H -2.853459 -4.408681 1.196919 0.102 0.015 0.021 0.105
H -4.344058 -3.494752 1.255347 0.006 0.144 0.046 0.136
H -0.771613 0.840339 3.390463 -0.030 0.053 -0.062 0.141
H -1.859631 -0.296297 4.147085 -0.089 -0.119 -0.023 0.071
H -0.461811 -1.772692 4.651375 -0.009 -0.088 -0.030 0.078
H 0.626729 -0.483246 4.300296 0.095 0.019 -0.109 0.143
H 3.140523 -2.873074 3.560096 0.188 0.097 0.358 0.128
H 2.164928 -0.222773 2.698631 -0.126 -0.139 0.014 0.085
H 3.331290 1.109874 1.051132 -0.007 0.060 -0.014 0.100
H 2.140040 1.822377 -1.008090 -0.036 0.040 -0.072 0.092
H -1.324467 0.031866 0.236914 -0.156 -0.067 -0.124 0.101
C 6.477238 2.536128 4.836777 -0.060 0.002 0.017 -0.168
C 6.012891 1.088532 4.680878 0.052 0.007 -0.031 -0.167
C 4.878350 1.240758 3.676266 -0.061 0.036 0.021 -0.221
O 5.221172 2.348382 2.846290 -0.026 -0.012 -0.052 -0.147
C 6.319405 3.063433 3.415957 0.054 -0.047 0.000 -0.202
H 7.495446 2.632587 5.209694 0.012 -0.016 -0.006 0.111
H 5.812199 3.072764 5.516447 0.000 0.007 -0.003 0.114
H 6.814657 0.480150 4.257315 -0.004 -0.004 -0.008 0.114
H 5.690684 0.626384 5.612612 -0.010 0.017 0.014 0.111
H 3.928501 1.460939 4.178585 0.005 -0.058 0.031 0.119
H 4.741506 0.358220 3.047668 -0.006 -0.006 0.002 0.108
H 7.216119 2.867862 2.818629 0.016 0.015 0.019 0.118
H 6.104248 4.131230 3.375805 -0.028 -0.001 -0.019 0.117
C -5.272478 3.745706 3.490837 0.013 -0.003 0.049 -0.173
C -5.901105 5.137161 3.538974 0.025 -0.005 -0.050 -0.169
C -4.772029 5.963836 4.142037 -0.015 -0.048 0.042 -0.210
O -3.555216 5.354961 3.709867 0.026 -0.003 0.017 -0.141
C -3.829572 4.077108 3.132080 -0.043 0.022 -0.068 -0.206
H -5.735417 3.071655 2.773404 -0.007 0.001 -0.012 0.101
H -5.318051 3.277987 4.477476 -0.007 0.003 0.004 0.115
H -6.125085 5.481921 2.527367 0.002 0.007 0.000 0.114
H -6.817108 5.185712 4.125780 0.001 -0.013 0.015 0.110
H -4.808952 5.943632 5.237042 -0.029 0.014 -0.002 0.115
H -4.781253 7.004748 3.816693 0.027 0.004 -0.007 0.115
H -3.696724 4.141917 2.047216 -0.003 -0.043 -0.004 0.122
H -3.112691 3.351856 3.521122 0.023 0.016 0.008 0.108
C -1.561191 1.992655 -7.085156 0.019 0.040 -0.055 -0.171
C -2.939622 2.647328 -7.159066 -0.006 -0.034 0.047 -0.170
C -3.633003 1.783843 -8.206293 0.053 0.018 -0.024 -0.211
O -3.077774 0.475357 -8.078124 0.012 0.004 -0.029 -0.143
C -1.915356 0.521280 -7.245846 -0.048 -0.021 0.103 -0.217
H -1.025417 2.192652 -6.158516 -0.018 -0.015 0.021 0.107
H -0.941051 2.328571 -7.919685 0.001 -0.006 -0.002 0.112
H -3.448518 2.558540 -6.197058 -0.005 -0.004 -0.001 0.114
H -2.912167 3.700777 -7.433901 0.012 0.003 -0.014 0.109
H -3.436386 2.155685 -9.218303 -0.014 0.029 0.009 0.115
H -4.712979 1.724889 -8.065309 -0.005 -0.024 -0.005 0.114
H -2.151025 0.068077 -6.278360 0.041 -0.003 0.007 0.102
H -1.118968 -0.059642 -7.713959 -0.023 -0.022 -0.026 0.113
C 3.032373 3.130269 -5.164581 0.032 0.078 0.007 -0.165
C 4.347005 2.709923 -5.818924 -0.024 -0.055 0.003 -0.170
C 5.275107 2.621434 -4.613000 -0.025 0.055 0.003 -0.213
O 4.461398 2.230345 -3.508596 0.002 0.007 0.018 -0.146
C 3.076700 2.346279 -3.861277 0.003 -0.087 -0.024 -0.209
H 2.150235 2.898527 -5.759393 0.006 -0.040 -0.005 0.106
H 3.040176 4.204310 -4.965328 -0.005 0.000 0.003 0.113
H 4.235921 1.728374 -6.285425 0.000 -0.003 0.005 0.109
H 4.705022 3.407557 -6.574704 -0.001 0.016 0.005 0.109
H 5.731042 3.593479 -4.393545 0.011 0.000 -0.031 0.116
H 6.073438 1.888783 -4.740877 0.006 -0.006 0.023 0.113
H 2.661210 1.345612 -3.996236 -0.070 0.022 0.010 0.088
H 2.543369 2.841712 -3.048637 0.033 0.027 0.005 0.105
```
Forces are in eV/Å.